--- a ---
{"formula": "C2H4O3", "method": "the ωB97M-V functional and the def2-TZVPD basis", "symbols": ["O", "O", "H", "C", "H", "O", "H", "H", "C"], "xyz": [[1.61507, 0.14153, 0.74237], [-1.28408, -0.28540, 0.68682], [-2.49334, 1.15539, -0.47129], [-1.69158, 0.33271, -0.60355], [-0.85036, 0.63239, -1.16566], [-2.62833, -1.98480, -0.28688], [1.54004, 0.73985, 1.50438], [2.13220, -0.59024, 1.04034], [-1.99283, -1.00072, -0.14746]], "smiles": "O=C1CO1.O", "orbital_gap_ev": 11.100, "homo_energy_ev": -10.4, "multiplicity": 1, "charge": 0}



--- b ---
{"formula": "C2H4O3", "method": "the ωB97M-V functional and the def2-TZVPD basis", "symbols": ["O", "H", "O", "H", "H", "C", "H", "C", "O"], "xyz": [[1.03341, -1.01645, -0.00984], [-0.68338, -1.31912, -0.79643], [2.67793, 0.66406, -0.53707], [-0.02784, 0.07284, -1.66459], [1.49226, 1.21165, 1.52392], [2.00527, -0.16128, 0.32218], [-0.39946, 0.43152, 0.11638], [-0.13931, -0.32863, -0.62303], [3.28227, -0.29965, 0.33180]], "orbital_gap_ev": [10.016, 10.018], "homo_energy_ev": [-9.7, -9.7], "multiplicity": 1, "charge": 0}



--- c ---
{"formula": "C2H4O3", "method": "the ωB97M-V functional and the def2-TZVPD basis", "symbols": ["H", "C", "H", "O", "C", "O", "H", "H", "O"], "xyz": [[-0.01727, 1.53379, -0.86702], [0.67035, -0.13787, 0.18919], [-0.63306, 1.19547, 1.01636], [1.74706, 0.15055, 0.61600], [-0.49473, 0.82379, -0.11122], [0.16581, -1.35310, 0.37774], [-2.26325, 1.14973, -1.17406], [-0.84280, -1.30222, 0.34800], [-1.57503, 0.36601, -0.96763]], "smiles": "O=C(O)CO", "orbital_gap_ev": 10.910, "homo_energy_ev": -10.7, "multiplicity": 1, "charge": 0}



c ends up most stable, edging out the next structure by 44.8 kJ/mol.



--- a ---
{"formula": "C10H18Si", "method": "the ωB97M-V functional and the def2-TZVPD basis", "symbols": ["H", "C", "H", "C", "C", "H", "C", "H", "H", "H", "C", "H", "H", "H", "C", "H", "H", "H", "H", "C", "C", "H", "Si", "H", "H", "C", "H", "H", "C"], "xyz": [[0.49537, -2.92825, -0.17188], [0.75300, 0.18324, -0.98572], [-2.59373, -0.55676, 2.45533], [1.61599, 0.48945, 1.29989], [-0.48592, -2.60223, -0.05029], [3.18558, -0.93117, -0.94088], [0.25707, 0.70710, 1.87210], [-2.52014, -0.98142, -2.17845], [-0.19564, 2.08849, -0.60695], [0.11861, 1.73126, -2.38291], [0.51819, 1.67068, -1.36010], [-2.14450, 0.67619, -1.80060], [2.47572, 0.65589, 2.02119], [-0.86404, -2.68691, 1.00579], [3.15386, 0.04819, -0.59896], [-2.94397, 0.75672, 1.25908], [1.39571, 2.22735, -1.49910], [-2.32776, 1.17383, 2.76478], [3.86160, 0.32622, 0.18056], [-2.32685, -0.32076, -1.33984], [1.80912, 0.21671, -0.01217], [-1.01905, -3.18320, -0.68262], [-0.83827, -0.64014, -0.32429], [-3.27688, -0.11041, -0.73206], [0.31684, 1.17722, 2.79608], [-2.19020, 0.33627, 1.98470], [1.14524, -0.43619, -1.85940], [3.51783, 0.69505, -1.45930], [-0.89276, 0.21757, 1.34600]], "smiles": "CC1=CC=C(C)[Si](C)(C)[C@H]1C", "orbital_gap_ev": 8.723, "homo_energy_ev": -7.8, "multiplicity": 1, "charge": 0}



--- b ---
{"formula": "C10H18Si", "method": "the ωB97M-V functional and the def2-TZVPD basis", "symbols": ["Si", "H", "C", "H", "H", "C", "H", "H", "H", "H", "H", "H", "H", "H", "H", "C", "H", "C", "C", "H", "C", "C", "C", "H", "H", "C", "H", "H", "C"], "xyz": [[-0.91084, -0.74829, -0.15631], [-3.93927, -0.15836, -0.29079], [2.22535, 1.69644, -1.09098], [2.28844, -0.68294, 1.37157], [-1.47593, 1.56931, -0.77861], [-3.34719, 0.54412, -0.87408], [-3.20787, 0.13003, -1.86993], [3.36043, -0.49440, -0.01781], [2.90928, 2.55448, -1.02284], [1.30343, 2.06550, -1.54071], [-3.91373, 1.46950, -0.96468], [-1.27105, -2.36105, 1.93209], [-2.74832, 0.63337, 1.83165], [1.35878, 1.64690, 0.93328], [2.68147, 0.97129, -1.76228], [0.49100, -1.33138, -1.19216], [1.84105, -2.99369, -0.97178], [-2.22093, 1.35495, 1.21240], [0.34988, -2.86872, 0.61317], [3.62642, 0.45789, 1.44942], [2.85793, 0.03945, 0.78501], [-2.00437, 0.80667, -0.19639], [1.97843, 1.09659, 0.24094], [0.89232, -0.93913, -2.10974], [-1.27426, 1.59029, 1.69083], [0.99655, -2.44769, -0.57984], [-2.81906, 2.26624, 1.17453], [0.68947, -3.74652, 1.14247], [-0.71741, -2.12085, 1.04156]], "orbital_gap_ev": [7.532, 6.628], "homo_energy_ev": [-6.7, -7.2], "multiplicity": 1, "charge": 0}



a ends up most stable, edging out the next structure by 224.9 kJ/mol.



--- a ---
{"formula": "C10H18Si", "method": "the ωB97M-V functional and the def2-TZVPD basis", "symbols": ["C", "H", "H", "H", "C", "H", "Si", "C", "H", "H", "H", "H", "H", "H", "C", "C", "C", "H", "C", "C", "C", "H", "C", "H", "H", "H", "H", "H", "H"], "xyz": [[0.26476, -0.08262, -1.91858], [-2.22516, -1.65627, -0.03003], [2.51277, -3.35388, 0.61472], [1.71880, 1.76312, 1.54892], [-1.26896, 0.21241, 0.55096], [-1.25355, 1.96469, -0.77794], [0.64450, -0.10802, -0.01960], [3.10746, 1.51525, 0.08872], [-1.73115, -1.78156, 1.47025], [-0.72271, 0.76150, 2.60543], [3.63877, 2.34294, 0.53151], [-2.75650, 1.04380, -0.88042], [0.76746, 0.81491, -2.36898], [-2.19718, 1.60212, 1.94058], [2.25629, -2.41360, 0.17550], [-2.12175, -1.04200, 0.75676], [1.93783, 1.25119, 0.62992], [-0.50358, 1.96817, 1.40577], [-1.31141, 0.09407, -2.00383], [-1.73098, 0.89802, -0.74705], [-1.21725, 1.23002, 1.79067], [2.44709, -2.00087, -0.74592], [1.36023, -1.70869, 0.77057], [3.29535, 1.02244, -0.92029], [-1.59593, 0.59533, -2.91346], [-1.70298, -0.93672, -2.08465], [0.98561, -2.15333, 1.68978], [0.57897, -1.00160, -2.30572], [-3.17680, -0.84083, 1.14642]], "smiles": "C=C[Si]1(C=C)CCCC1(C)C", "orbital_gap_ev": 10.156, "homo_energy_ev": -9.2, "multiplicity": 1, "charge": 0}



--- b ---
{"formula": "C10H18Si", "method": "the ωB97M-V functional and the def2-TZVPD basis", "symbols": ["C", "C", "H", "C", "H", "H", "C", "H", "H", "C", "H", "H", "C", "Si", "H", "H", "H", "C", "H", "H", "H", "H", "C", "H", "H", "H", "C", "H", "C"], "xyz": [[-0.08918, -1.57821, -1.34498], [-1.33979, 2.85814, 2.12212], [-1.25952, -2.34843, 0.35459], [-1.68527, 2.05977, 1.10001], [-0.29367, 2.97352, 2.39210], [1.70119, 0.98900, 1.40671], [0.82931, -0.94135, 1.73689], [-2.09349, -0.96461, -1.83433], [-0.08362, -0.84658, 2.30572], [-0.28159, -2.40202, -0.07813], [-1.04068, -1.16098, -3.19477], [2.47543, 1.98590, -1.00129], [-1.29708, -1.59078, -2.24078], [-0.46304, 1.04656, -0.08469], [1.83138, -2.54150, 0.67630], [1.63500, -1.01313, 2.56431], [-0.50654, 2.92724, -1.96709], [0.76231, -2.26430, 0.99752], [1.54652, -0.10250, 0.00004], [-2.00350, 3.45360, 2.65912], [0.87918, -1.43256, -1.89420], [-2.74493, 2.03205, 0.87629], [0.28505, 2.30250, -1.34434], [-1.59882, -2.66322, -2.46664], [2.10570, 2.90992, -2.36490], [-0.35932, -3.44970, -0.39349], [0.99451, 0.27570, 0.81562], [0.52344, -2.97877, 1.73955], [1.57100, 2.46477, -1.53726]], "orbital_gap_ev": [7.470, 7.284], "homo_energy_ev": [-7.2, -7.7], "multiplicity": 1, "charge": 0}



a ends up most stable, edging out the next structure by 258.6 kJ/mol.



--- a ---
{"formula": "C2H15NO4", "method": "the ωB97M-V functional and the def2-TZVPD basis", "symbols": ["O", "H", "H", "N", "H", "H", "H", "H", "H", "O", "H", "H", "H", "C", "O", "H", "H", "H", "H", "C", "H", "O"], "xyz": [[2.62065, -2.25590, 0.34236], [-0.88600, -0.60318, 2.61307], [0.25468, -0.94637, -0.76584], [-1.27038, -0.42948, 0.59359], [-2.25299, -0.63552, 0.70457], [-1.14378, -2.00172, -0.81292], [2.63603, 0.47760, -1.59290], [-1.24666, -0.50060, -1.58500], [1.76648, -1.89087, 0.53284], [-0.25825, 2.08189, -1.03944], [0.65039, 1.87600, -0.78907], [-2.46296, 1.77158, 1.19244], [-0.24031, 2.64036, -1.81370], [-0.83436, -0.95285, -0.68480], [2.63506, 1.36292, -1.20625], [-2.43421, 2.20160, -0.22891], [0.47596, -0.88585, 1.61325], [-0.72746, -2.19980, 1.65609], [3.24479, 1.79981, -1.80154], [-0.58616, -1.11329, 1.69839], [3.11451, -1.70288, 0.93172], [-3.05505, 1.90655, 0.44204]], "smiles": "CNC.O.O.O.O", "orbital_gap_ev": 9.176, "homo_energy_ev": -8.8, "multiplicity": 1, "charge": 0}



--- b ---
{"formula": "C2H15NO4", "method": "the ωB97M-V functional and the def2-TZVPD basis", "symbols": ["H", "H", "O", "O", "H", "H", "O", "O", "H", "H", "C", "H", "N", "H", "H", "H", "H", "C", "H", "H", "H", "H"], "xyz": [[-0.62977, 2.48682, -1.95621], [0.06292, -2.45758, 1.48862], [-0.96758, 2.98971, -1.23151], [1.02939, 3.58344, 0.90612], [0.46761, 1.59891, 1.94743], [-1.90435, 2.93479, -1.36170], [0.11555, 0.70805, 2.14240], [-0.34901, -3.01959, 2.15668], [0.96921, -0.14696, 0.24242], [0.76234, 0.03447, -1.46517], [1.09294, -0.68891, -0.69919], [1.90938, 3.55900, 0.52878], [0.36484, -1.94302, -0.70185], [0.86368, -2.60161, -1.28156], [0.42206, 3.19430, 0.28843], [-0.18386, 0.87887, 3.03439], [2.17730, -0.78536, -0.77755], [-0.99793, -1.90761, -1.23951], [-1.13605, -1.14481, -2.01085], [-1.20794, -2.57917, 2.25829], [-1.05611, -2.87294, -1.75420], [-1.80461, -1.82082, -0.51427]], "smiles": "CNC.O.O.O.O", "orbital_gap_ev": 9.445, "homo_energy_ev": -9.1, "multiplicity": 1, "charge": 0}



b ends up most stable, edging out the next structure by 11.4 kJ/mol.



--- a ---
{"formula": "C3H9N", "method": "the ωB97M-V functional and the def2-TZVPD basis", "symbols": ["H", "H", "H", "H", "H", "H", "C", "H", "H", "C", "N", "C", "H"], "xyz": [[1.84515, 0.20616, 0.75695], [-1.43436, 1.58659, -0.32964], [0.37260, -1.96848, 0.08653], [-0.82907, -1.18481, 1.11252], [0.73295, -1.65382, 1.85888], [-1.05167, 1.25550, -2.09827], [0.25709, -1.20157, 0.97035], [0.99214, 0.23387, -1.49597], [0.24616, 0.93856, 1.29107], [-0.90115, 0.89600, -1.02342], [0.50462, 0.75637, -0.71399], [0.74048, 0.20139, 0.60047], [-1.47495, -0.06576, -1.01548]], "smiles": "CCNC", "orbital_gap_ev": 9.897, "homo_energy_ev": -8.7, "multiplicity": 1, "charge": 0}



--- b ---
{"formula": "C3H9N", "method": "the ωB97M-V functional and the def2-TZVPD basis", "symbols": ["N", "H", "H", "H", "H", "H", "C", "H", "C", "C", "H", "H", "H"], "xyz": [[-1.35116, -0.00101, 0.69427], [1.13091, -0.56009, -1.02638], [2.47101, 0.83708, -0.34321], [-2.92843, 0.44351, -0.39088], [-1.66418, -0.36290, -1.47688], [2.81637, -0.03600, 1.36305], [2.33913, 0.06840, 0.40824], [-1.53086, -0.88198, 1.17333], [1.09723, -0.51917, 0.06241], [-1.86912, 0.32539, -0.65354], [0.62642, -0.99254, 0.90497], [0.29802, 0.36532, 0.07752], [-1.43533, 1.31400, -0.79290]], "orbital_gap_ev": 5.997, "homo_energy_ev": -6.9, "multiplicity": 1, "charge": 0}



a ends up most stable, edging out the next structure by 580.7 kJ/mol.



--- a ---
{"formula": "C3H9N", "method": "the ωB97M-V functional and the def2-TZVPD basis", "symbols": ["N", "H", "C", "H", "H", "C", "H", "H", "H", "C", "H", "H", "H"], "xyz": [[-0.04969, -1.04250, -0.25351], [-0.04286, -1.70656, -1.01858], [-1.04784, 1.08623, 0.43200], [-1.23186, 0.09619, -1.50220], [-0.25392, 1.39138, 1.11195], [-0.51621, 0.21772, -0.69096], [0.74359, 0.74030, -0.90224], [1.69805, -1.95477, 0.42500], [1.15538, -0.49779, 1.33877], [1.21241, -0.98593, 0.37158], [-1.51253, 1.97906, 0.01750], [1.64924, 0.12587, -0.33968], [-1.80377, 0.55080, 1.01037]], "orbital_gap_ev": 10.354, "homo_energy_ev": -9.1, "multiplicity": 1, "charge": 0}



--- b ---
{"formula": "C3H9N", "method": "the ωB97M-V functional and the def2-TZVPD basis", "symbols": ["H", "H", "H", "H", "H", "N", "H", "C", "C", "C", "H", "H", "H"], "xyz": [[1.44024, 0.98188, -1.39325], [0.05903, 0.58554, -1.78407], [1.67098, -1.46492, 0.41068], [0.49073, -1.83359, -0.77673], [-1.81714, 0.21003, -0.46907], [0.23941, 0.16040, 0.31241], [-1.75841, -0.34511, 1.28143], [0.66990, -1.35185, 0.19058], [0.49639, 0.91512, -0.89698], [-1.23516, 0.30713, 0.60140], [0.03668, -1.75045, 0.97216], [0.06196, 1.95026, -0.78753], [-1.44675, 1.32118, 0.98947]], "smiles": "CN(C)C", "orbital_gap_ev": 9.748, "homo_energy_ev": -8.6, "multiplicity": 1, "charge": 0}



b ends up most stable, edging out the next structure by 63.2 kJ/mol.